# 1
Molecular formula: C27H35KN6O8
Method: DFT, wB97M-V/def2-TZVPD

Geometry as XYZ:
```
77
C27H35KN6O8 wB97M-V/def2-TZVPD
K -0.90 0.43 0.11
O -1.02 4.50 0.43
C -1.14 3.53 -0.32
O -2.08 2.69 -0.36
C -0.03 3.38 -1.41
C -0.37 2.40 -2.54
C 0.38 2.81 -3.82
C 1.83 2.40 -3.46
C 1.63 1.80 -2.06
O 0.33 1.20 -2.17
C 1.42 2.92 -1.01
C 1.84 2.38 0.38
O 3.05 2.54 0.63
O 1.01 1.74 1.10
H 0.06 4.39 -1.82
H -1.43 2.19 -2.65
H 0.01 2.24 -4.68
H 0.27 3.87 -4.04
H 2.22 1.64 -4.14
H 2.53 3.24 -3.45
H 2.37 1.05 -1.78
H 2.12 3.73 -1.20
O 1.67 -3.67 -2.81
C 1.38 -2.91 -1.87
N 0.20 -2.69 -1.31
C -0.84 -3.51 -1.45
O -0.87 -4.75 -1.44
C -2.18 -2.80 -1.61
C -3.29 -3.54 -2.01
C -4.50 -2.89 -2.19
C -4.58 -1.53 -1.95
C -3.43 -0.88 -1.53
N -2.26 -1.49 -1.38
C 2.49 -1.98 -1.39
C 3.64 -1.84 -2.16
C 4.62 -0.95 -1.74
C 4.43 -0.23 -0.58
C 3.26 -0.46 0.15
N 2.32 -1.31 -0.25
H -3.17 -4.60 -2.17
H -5.38 -3.45 -2.51
H -5.51 -0.99 -2.06
H -3.44 0.19 -1.30
H 3.72 -2.42 -3.06
H 5.52 -0.81 -2.34
H 5.13 0.51 -0.23
H 3.07 0.12 1.04
C 1.46 -2.99 5.17
C 1.68 -2.19 3.90
C 2.18 -0.78 4.26
C 2.70 -2.89 3.00
N 0.38 -2.17 3.21
N 0.29 -1.37 2.04
H 2.40 -3.10 5.73
H 1.08 -3.99 4.93
H 0.74 -2.50 5.83
H 3.12 -0.84 4.81
H 1.44 -0.27 4.90
H 2.35 -0.16 3.39
H 3.68 -2.91 3.48
H 2.79 -2.37 2.05
H 2.38 -3.91 2.80
H -0.32 -1.82 3.85
H 0.67 -1.86 1.23
H 0.81 -0.50 2.14
C -3.20 -2.28 3.96
N -2.65 -0.94 3.89
C -2.10 -0.36 5.09
C -2.64 -0.27 2.71
O -3.16 -0.66 1.68
H -4.03 -2.32 4.67
H -2.42 -2.98 4.28
H -3.54 -2.55 2.97
H -2.88 -0.17 5.83
H -1.61 0.58 4.84
H -1.36 -1.02 5.54
H -2.11 0.70 2.78
```

Properties
- relative energy (zero: lowest compared OMol25 entry of this formula, charge and spin) (kcal/mol) = 24.7
- LUMO energy (eV) = 4.0
- total energy (eV) = -70216.8256
- total charge = -2
- F_max (Eh/bohr) = 0.01012
- M (g/mol) = 610.71

So, what does the Löwdin scheme give us? The charges, in e, come out as: K 0.771; O -0.041; C -0.697; O -0.154; C -0.116; C -0.275; C -0.112; C -0.103; C -0.257; O -0.121; C -0.098; C -0.657; O -0.056; O -0.134; H 0.135; H 0.146; H 0.101; H 0.102; H 0.103; H 0.106; H 0.134; H 0.133; O -0.009; C -0.475; N 0.150; C -0.466; O 0.010; C -0.176; C -0.021; C -0.093; C -0.079; C -0.145; N 0.078; C -0.184; C -0.024; C -0.087; C -0.073; C -0.157; N 0.123; H 0.103; H 0.091; H 0.091; H 0.105; H 0.102; H 0.092; H 0.101; H 0.088; C -0.065; C -0.635; C -0.039; C -0.040; N -0.067; N 0.012; H 0.076; H 0.078; H 0.064; H 0.078; H 0.077; H 0.069; H 0.079; H 0.054; H 0.085; H 0.054; H 0.042; H 0.039; C -0.045; N -0.202; C -0.069; C -0.345; O 0.001; H 0.083; H 0.084; H 0.088; H 0.083; H 0.093; H 0.069; H 0.143


# 2
Molecular formula: C27H35N3O3
Method: DFT, wB97M-V/def2-TZVPD

Geometry as XYZ:
```
68
C27H35N3O3 wB97M-V/def2-TZVPD
C 6.21 -0.07 -0.58
H 5.64 -0.51 0.23
H 7.15 0.31 -0.19
H 6.43 -0.85 -1.32
C 5.42 1.07 -1.22
N 4.14 0.62 -1.73
C 3.00 0.99 -1.12
O 2.96 1.75 -0.17
C 1.72 0.34 -1.65
N 1.70 0.18 -3.09
C 0.58 -0.08 -3.81
O 0.63 -0.29 -5.01
C -0.70 -0.09 -3.05
C -1.38 -1.29 -2.85
C -2.57 -1.31 -2.13
C -3.10 -0.12 -1.63
C -2.46 1.08 -1.89
C -1.27 1.10 -2.60
H -0.77 2.04 -2.80
H -2.90 2.00 -1.55
O -4.29 -0.15 -0.94
C -4.22 -0.23 0.48
C -3.49 -1.48 0.97
C -3.53 -1.53 2.50
N -2.89 -0.35 3.05
C -2.69 -0.44 4.48
H -3.61 -0.19 5.04
C -1.55 0.47 4.96
C -0.27 0.13 4.24
C 0.19 0.92 3.19
C 1.37 0.60 2.54
C 2.09 -0.52 2.92
C 1.64 -1.31 3.96
C 0.47 -0.98 4.62
H 0.12 -1.60 5.44
H 2.20 -2.18 4.26
H 3.02 -0.76 2.41
H 1.73 1.23 1.73
H -0.37 1.79 2.89
H -1.80 1.52 4.79
H -1.43 0.32 6.03
H -2.43 -1.47 4.72
C -3.61 0.84 2.65
C -3.57 0.99 1.13
H -4.09 1.90 0.83
H -2.52 1.05 0.82
H -4.66 0.81 2.99
H -3.14 1.71 3.11
H -4.58 -1.63 2.84
H -2.98 -2.41 2.84
H -3.96 -2.37 0.56
H -2.45 -1.44 0.65
H -5.27 -0.28 0.77
H -3.09 -2.23 -1.97
H -0.97 -2.21 -3.24
C 2.96 0.29 -3.80
C 4.10 -0.19 -2.92
H 3.97 -1.26 -2.68
H 5.05 -0.08 -3.45
H 3.14 1.34 -4.08
H 2.88 -0.30 -4.72
C 1.56 -1.00 -0.91
H 1.54 -0.82 0.16
H 0.62 -1.47 -1.20
H 2.37 -1.68 -1.14
H 0.89 0.99 -1.34
H 5.99 1.52 -2.04
H 5.20 1.84 -0.47
```

Properties
- relative energy (zero: lowest compared OMol25 entry of this formula, charge and spin) (kcal/mol) = 39.1
- LUMO energy (eV) = 0.7
- total energy (eV) = -39180.9771
- F_max (Eh/bohr) = 0.01357
- SMILES = CCN1CCN(C(=O)c2ccc(OC3CCN(CCc4ccccc4)CC3)cc2)[C@@H](C)C1=O
- M (g/mol) = 449.59

So, what does the Löwdin scheme give us? The charges, in e, come out as: C -0.066; H 0.074; H 0.074; H 0.068; C -0.196; N -0.060; C -0.416; O 0.061; C -0.209; N 0.001; C -0.419; O 0.080; C -0.162; C -0.020; C 0.005; C -0.274; C 0.007; C -0.019; H 0.128; H 0.121; O -0.029; C -0.318; C -0.116; C -0.187; N -0.168; C -0.195; H 0.124; C -0.137; C -0.239; C -0.035; C -0.083; C -0.102; C -0.087; C -0.050; H 0.111; H 0.099; H 0.098; H 0.081; H 0.110; H 0.102; H 0.117; H 0.116; C -0.185; C -0.116; H 0.124; H 0.116; H 0.130; H 0.113; H 0.129; H 0.123; H 0.123; H 0.122; H 0.159; H 0.122; H 0.127; C -0.103; C -0.121; H 0.125; H 0.131; H 0.142; H 0.128; C 0.019; H 0.067; H 0.071; H 0.082; H 0.142; H 0.123; H 0.117


# 3
Molecular formula: C27H35N3O3
Method: DFT, wB97M-V/def2-TZVPD

Geometry as XYZ:
```
68
C27H35N3O3 wB97M-V/def2-TZVPD
C -0.03 -2.36 2.79
C 0.10 -2.69 1.32
O 0.67 -3.67 0.89
N -0.44 -1.75 0.50
H -0.95 -0.98 0.91
C -0.53 -1.90 -0.93
C 0.82 -2.28 -1.56
O 0.90 -2.96 -2.56
N 1.87 -1.68 -0.97
H 1.69 -1.23 -0.08
C 3.24 -2.09 -1.23
C 4.13 -0.88 -1.54
H 4.90 -1.16 -2.26
C 4.80 -0.35 -0.26
N 3.93 -0.58 0.86
C 2.98 0.29 1.26
O 2.07 -0.02 2.02
C 3.08 1.68 0.72
C 3.99 2.59 1.25
C 4.02 3.88 0.76
C 3.15 4.27 -0.25
C 2.23 3.38 -0.78
C 2.21 2.08 -0.28
H 1.50 1.37 -0.68
C 1.27 3.79 -1.85
H 0.29 3.98 -1.41
H 1.60 4.70 -2.34
H 1.16 3.01 -2.59
H 3.18 5.29 -0.62
H 4.72 4.59 1.17
H 4.67 2.28 2.03
C 3.82 -1.99 1.22
C 3.79 -2.87 -0.03
H 4.79 -3.23 -0.28
H 3.15 -3.73 0.15
H 2.91 -2.11 1.81
H 4.68 -2.26 1.85
H 5.02 0.72 -0.35
H 5.73 -0.88 -0.07
H 3.52 -0.10 -1.99
H 3.17 -2.74 -2.11
H -1.23 -2.71 -1.18
C -1.02 -0.59 -1.57
C -2.33 -0.17 -0.99
C -2.39 0.81 0.00
C -3.61 1.16 0.57
C -4.79 0.55 0.17
C -4.72 -0.42 -0.83
C -3.51 -0.78 -1.39
H -3.48 -1.53 -2.16
H -5.62 -0.91 -1.16
C -6.10 0.95 0.79
C -6.75 -0.25 1.50
H -6.99 -1.03 0.79
H -7.67 0.06 2.00
H -6.07 -0.66 2.24
C -7.05 1.53 -0.26
H -7.30 0.78 -1.01
H -7.97 1.87 0.21
H -6.59 2.38 -0.76
H -5.91 1.72 1.54
H -3.63 1.92 1.33
H -1.49 1.31 0.32
H -1.10 -0.76 -2.65
H -0.26 0.18 -1.40
H 0.54 -1.46 2.99
H 0.35 -3.18 3.38
H -1.07 -2.18 3.04
```

Properties
- relative energy (zero: lowest compared OMol25 entry of this formula, charge and spin) (kcal/mol) = 0.0
- LUMO energy (eV) = 0.7
- total energy (eV) = -39182.6747
- F_max (Eh/bohr) = 0.01223
- SMILES = CC(=O)N[C@@H](Cc1ccc(C(C)C)cc1)C(=O)NC1CCN(C(=O)c2cccc(C)c2)CC1
- M (g/mol) = 449.59

So, what does the Löwdin scheme give us? The charges, in e, come out as: C 0.006; C -0.534; O 0.072; N 0.106; H 0.126; C -0.203; C -0.459; O 0.082; N 0.126; H 0.106; C -0.275; C -0.092; H 0.115; C -0.130; N -0.044; C -0.429; O 0.061; C -0.152; C -0.034; C -0.068; C -0.044; C -0.264; C 0.014; H 0.104; C -0.044; H 0.085; H 0.076; H 0.080; H 0.110; H 0.105; H 0.121; C -0.112; C -0.097; H 0.117; H 0.113; H 0.110; H 0.130; H 0.119; H 0.129; H 0.111; H 0.147; H 0.163; C -0.084; C -0.239; C -0.046; C -0.022; C -0.217; C -0.023; C -0.020; H 0.119; H 0.112; C -0.392; C -0.066; H 0.074; H 0.077; H 0.082; C -0.066; H 0.074; H 0.077; H 0.082; H 0.130; H 0.112; H 0.114; H 0.135; H 0.103; H 0.061; H 0.085; H 0.083